Formula: C43H46AsCdN5O2P
Source: the OMol25 dataset
Level of theory: the ωB97M-V functional and the def2-TZVPD basis

Last column: Löwdin charge in e.
CARTESIAN COORDINATES (ANGSTROEM)
Cd 0.4544 -4.6291 0.0073  1.42
C 1.4294 -2.4914 2.4390  -0.19
C 2.4785 -3.6611 2.4817  -0.20
N 2.4861 -4.5795 1.3443  -0.13
C 2.7713 -5.9706 1.8474  -0.13
C 1.4614 -6.7540 2.1181  -0.25
C 1.3709 -7.8586 2.9940  0.01
C 0.0953 -8.3610 3.2973  -0.03
C -0.9989 -7.9133 2.5983  -0.03
C -0.8062 -6.9530 1.6154  -0.25
C -2.0425 -6.2802 1.0649  -0.14
N -1.8276 -4.8298 0.7246  -0.12
C -2.0896 -3.8738 1.8405  -0.19
C -0.8164 -3.6005 2.6859  -0.23
N 0.1054 -2.8254 1.8311  -0.13
N 0.4107 -6.3752 1.3747  0.03
H 1.8959 -1.6857 1.8499  0.09
H 1.2776 -2.1270 3.4606  0.12
H 2.1480 -4.3272 3.3708  0.13
H 3.4833 -3.3319 2.8063  0.13
H 3.1690 -4.2558 0.6705  0.11
H 3.3088 -5.9209 2.8121  0.12
H 3.3018 -6.6585 1.1615  0.14
H 2.2860 -8.3182 3.3862  0.13
H -0.0375 -8.9252 4.2205  0.13
H -1.8976 -8.4896 2.7028  0.13
H -2.7993 -6.5193 1.9038  0.14
H -2.4902 -6.8246 0.1754  0.15
H -2.4805 -4.5444 -0.0209  0.13
H -2.9297 -4.1729 2.4681  0.12
H -2.3497 -2.8881 1.4064  0.12
H -0.3128 -4.5354 2.9654  0.09
H -1.1450 -3.0551 3.6401  0.15
H -0.4158 -1.9261 1.7042  0.13
O -1.5807 -3.0937 -3.2831  0.05
C -0.6367 -3.4091 -2.5556  -0.61
O -0.3660 -4.5858 -2.0219  -0.22
C 0.3717 -2.3257 -2.2633  -0.18
C 0.4760 -1.1956 -3.1035  0.03
C 1.4074 -0.1854 -2.7924  -0.02
C 2.2561 -0.3941 -1.6855  -0.05
C 2.1199 -1.5445 -0.9333  -0.17
N 1.1608 -2.4540 -1.1456  0.03
H -0.2720 -1.1603 -3.9007  0.12
H 1.4152 0.6971 -3.3985  0.08
H 3.0123 0.3557 -1.4413  0.11
H 2.8921 -1.7551 -0.1272  0.11
C -0.4171 3.0122 -0.2992  -0.40
C -1.1683 3.7174 -1.4019  -0.42
As 0.0142 5.0757 -2.3755  1.33
C 1.8917 4.4348 -2.1068  -0.39
C 2.4680 4.5596 -0.8353  -0.15
C 3.7814 4.1611 -0.6085  -0.09
C 4.5819 3.6142 -1.6198  -0.11
C 4.0799 3.6126 -2.8791  -0.10
C 2.7472 4.0175 -3.1388  -0.10
C -0.1257 4.3258 -4.2666  -0.40
C 0.0962 2.9853 -4.5738  -0.14
C -0.1504 2.6076 -5.8721  -0.11
C -0.6360 3.4855 -6.8097  -0.10
C -0.6882 4.8309 -6.5202  -0.09
C -0.4811 5.2860 -5.2360  -0.12
P -1.3971 2.1840 1.1677  1.04
C -2.9721 2.9153 0.8358  -0.47
C -3.9944 2.0226 0.5413  -0.14
C -5.3287 2.3546 0.4811  -0.08
C -5.7037 3.6902 0.7449  -0.06
C -4.6842 4.5973 1.0794  -0.07
C -3.3443 4.2199 1.1660  -0.12
C -0.6237 3.2219 2.4498  -0.41
C 0.8078 3.1951 2.5045  -0.11
C 1.4611 4.1040 3.3444  -0.09
C 0.6686 4.9891 4.0619  -0.11
C -0.7126 4.8606 4.2005  -0.07
C -1.3684 3.8655 3.4401  -0.11
H 0.2763 3.7583 0.1270  0.03
H 0.1602 2.1420 -0.6295  0.05
H -1.8910 4.3830 -0.9610  0.01
H -1.7393 3.0829 -2.1566  0.09
H 1.9292 5.0537 -0.0431  0.09
H 4.1134 4.2060 0.4255  0.10
H 5.5693 3.1550 -1.3253  0.12
H 4.6032 3.2812 -3.7471  0.10
H 2.4887 4.1096 -4.1679  0.09
H 0.2850 2.3042 -3.7029  0.09
H -0.1305 1.5105 -6.1011  0.12
H -0.9178 3.0380 -7.7920  0.12
H -1.0491 5.4947 -7.2769  0.10
H -0.6064 6.2711 -4.8638  0.07
H -3.7217 0.9598 0.4002  0.09
H -6.0086 1.5522 0.2337  0.10
H -6.7572 3.9286 0.8639  0.10
H -5.0127 5.6079 1.2505  0.10
H -2.5893 5.0359 1.3284  0.13
H 1.3794 2.5447 1.8839  0.09
H 2.5325 4.2493 3.3832  0.10
H 1.1900 5.8150 4.6025  0.12
H -1.2058 5.5067 4.9093  0.10
H -2.4506 3.5759 3.5886  0.13

LUMO energy = -0.1062 Ha
Total charge = +1
Spin multiplicity = 1

Formula: C43H46BrCl2CoN5O2
Source: the OMol25 dataset
Level of theory: the ωB97M-V functional and the def2-TZVPD basis

Last column: Löwdin charge in e.
CARTESIAN COORDINATES (ANGSTROEM)
Co -0.1267 -0.4382 -0.0543  0.67
C 0.2589 0.4729 -4.4952  -0.04
C 0.3717 1.2721 -3.1938  -0.37
C 1.5938 2.1902 -3.2347  -0.06
C -0.9226 2.0074 -2.9362  -0.15
C -1.1375 3.2387 -3.5279  -0.05
C -2.3350 3.9061 -3.3549  -0.10
C -3.3157 3.3247 -2.5844  -0.08
C -3.1504 2.0868 -1.9712  -0.17
C -4.3510 1.6367 -1.1585  -0.35
C -4.2658 2.2266 0.2519  -0.08
C -4.5905 0.1360 -1.0824  -0.07
C -1.9277 1.4156 -2.1386  -0.20
N -1.6575 0.1368 -1.6210  0.07
C -1.9961 -0.8686 -2.4203  -0.53
O -2.6666 -0.7956 -3.4587  0.00
C -1.4532 -2.1909 -1.9873  -0.19
C -1.8429 -3.3588 -2.6289  0.00
C -1.2695 -4.5571 -2.2433  -0.04
C -0.3503 -4.5465 -1.2076  0.00
C 0.0036 -3.3325 -0.6300  -0.22
N -0.5240 -2.1749 -1.0292  0.07
C 1.1135 -3.2670 0.3721  -0.54
O 1.7298 -4.3020 0.6559  0.00
N 1.3493 -2.0442 0.8343  0.08
C 2.5696 -1.8833 1.5151  -0.17
C 2.6392 -1.8158 2.9218  -0.13
C 3.8534 -1.5788 3.5482  -0.05
C 5.0205 -1.4294 2.8299  -0.10
C 4.9665 -1.5562 1.4592  -0.11
C 3.7730 -1.7989 0.7850  -0.23
C 3.9471 -2.0221 -0.7082  -0.38
C 2.7899 -1.6618 -1.6415  -0.08
C 4.3428 -3.4901 -0.9188  -0.06
C 1.4513 -2.0192 3.8349  -0.36
C 0.4451 -0.8930 3.6437  -0.07
C 0.8002 -3.3880 3.6424  -0.05
H 1.1267 -0.1726 -4.6187  0.07
H -0.6376 -0.1406 -4.4888  0.06
H 0.1981 1.1464 -5.3492  0.08
H 0.5195 0.5614 -2.3665  0.09
H 1.6546 2.7301 -4.1782  0.07
H 1.5652 2.9117 -2.4213  0.07
H 2.4994 1.5968 -3.1283  0.08
H -0.3689 3.6764 -4.1477  0.10
H -2.5058 4.8638 -3.8284  0.09
H -4.2618 3.8359 -2.4608  0.11
H -5.2288 2.0776 -1.6498  0.13
H -3.3835 1.8473 0.7549  0.03
H -4.1925 3.3119 0.2162  0.07
H -5.1441 1.9522 0.8379  0.08
H -3.8130 -0.3405 -0.4967  0.03
H -5.5534 -0.0624 -0.6097  0.08
H -4.5911 -0.3017 -2.0764  0.08
H -2.5757 -3.2887 -3.4186  0.12
H -1.5325 -5.4799 -2.7412  0.10
H 0.1245 -5.4441 -0.8449  0.11
H 3.8795 -1.5189 4.6293  0.10
H 5.9599 -1.2338 3.3307  0.09
H 5.8778 -1.4571 0.8830  0.11
H 4.8009 -1.3972 -1.0054  0.11
H 2.1317 -2.5133 -1.7932  0.07
H 2.1964 -0.8347 -1.2470  0.03
H 3.1825 -1.3679 -2.6146  0.08
H 3.5593 -4.1392 -0.5337  0.06
H 4.4889 -3.6962 -1.9787  0.07
H 5.2626 -3.7204 -0.3846  0.07
H 1.8206 -1.9797 4.8699  0.12
H 0.1804 -0.8543 2.5913  0.03
H -0.4488 -1.0582 4.2454  0.08
H 0.8858 0.0640 3.9177  0.09
H 0.3617 -3.4754 2.6545  0.05
H 1.5457 -4.1744 3.7458  0.08
H 0.0173 -3.5419 4.3849  0.07
C -2.2223 2.6601 3.8915  -0.03
C -2.4682 1.3405 3.2322  -0.26
C -3.5067 0.4914 3.6083  -0.01
C -3.6488 -0.7169 2.9433  -0.11
C -2.7614 -1.0182 1.9251  -0.71
Br -2.9649 -2.7004 1.0684  0.85
N -1.7643 -0.2275 1.5374  0.02
C -1.6420 0.9297 2.2010  -0.15
H -2.9122 2.8218 4.7171  0.08
H -2.3398 3.4584 3.1599  0.07
H -1.2023 2.7091 4.2700  0.09
H -4.1834 0.7597 4.4081  0.11
H -4.4355 -1.4115 3.1967  0.10
H -0.8219 1.5556 1.8869  0.07
Cl -1.2216 3.4802 0.1261  0.84
C 0.5041 3.5137 0.2141  -0.55
C 1.1152 4.7452 0.2412  -0.13
C 2.4981 4.8469 0.2946  -0.09
C 3.2574 3.6859 0.3200  -0.13
C 2.6505 2.4541 0.2969  -0.57
Cl 3.6400 1.0483 0.3475  0.87
C 1.2246 2.2675 0.2402  -0.45
N 0.6570 1.1010 0.2456  0.00
H 0.5021 5.6344 0.2098  0.10
H 2.9730 5.8151 0.3216  0.10
H 4.3352 3.7363 0.3496  0.10

<S²> = 6.07
LUMO energy (spin up / spin down) = 0.0855 / 0.0552 Ha
Total charge = -1
Spin multiplicity = 5

Formula: C43H46CaN14O3S2Se
Source: the OMol25 dataset
Level of theory: the ωB97M-V functional and the def2-TZVPD basis

Last column: Löwdin charge in e.
CARTESIAN COORDINATES (ANGSTROEM)
Ca 14.2631 13.1711 13.3328  1.23
N 13.8757 11.4881 15.7674  0.02
C 12.8877 10.4872 16.1555  -0.23
C 11.4706 11.0704 16.3920  -0.21
N 10.6334 11.6104 15.3360  -0.04
C 10.2008 13.0230 15.4734  -0.21
C 10.8123 13.9331 14.4323  -0.22
N 12.2889 14.0196 14.6470  -0.05
H 14.8001 11.2150 16.0712  0.07
H 13.7637 12.3108 16.3101  0.00
H 12.9923 9.8628 17.0483  0.12
H 12.7857 9.7233 15.3242  0.07
H 11.6517 11.8488 17.0942  0.09
H 10.8428 10.3383 16.8260  0.10
H 11.0198 11.4416 14.4017  0.07
H 10.4425 13.3108 16.4368  0.08
H 9.1227 13.0596 15.3868  0.11
H 10.3076 14.9399 14.3959  0.12
H 10.6018 13.5322 13.4427  0.10
H 12.4790 13.9267 15.6388  0.04
H 12.6032 14.9424 14.3832  0.00
C 11.9321 7.5643 7.2129  -0.04
O 11.7754 8.4608 8.3480  -0.09
C 10.6887 9.2552 8.5391  -0.26
C 9.6013 9.3077 7.7160  -0.03
C 8.5781 10.2298 7.9542  -0.10
C 8.7312 11.1297 8.9606  -0.10
C 9.8974 11.1673 9.7236  -0.01
C 10.8564 10.1620 9.5604  -0.17
N 12.1037 10.1380 10.2225  0.14
C 12.6289 11.2467 10.8973  -0.34
N 12.5395 12.3444 10.1119  0.12
C 12.5052 13.7348 10.3598  -0.21
C 13.1203 14.4090 11.4500  -0.16
C 13.0022 15.7963 11.3763  -0.21
C 12.5747 16.5117 10.3096  -0.12
C 11.9678 15.8779 9.2370  -0.02
C 11.8382 14.4711 9.3144  -0.22
O 11.1397 13.7245 8.4148  -0.13
C 11.2091 14.0439 7.0469  -0.07
N 13.0537 11.2546 12.1489  0.08
C 12.9531 10.0178 12.7799  -0.26
C 11.7004 9.4816 13.1566  -0.03
C 11.6843 8.3034 13.9273  -0.08
C 12.8899 7.6536 14.1764  -0.11
C 14.1189 8.1545 13.7959  -0.04
C 14.1591 9.3411 13.0925  -0.23
O 15.3232 10.0297 12.8226  -0.11
C 16.4958 9.2884 13.0399  -0.09
H 12.8458 7.0473 7.4387  0.08
H 12.0105 8.1531 6.2594  0.11
H 11.1944 6.7945 7.1782  0.07
H 9.4876 8.4922 6.9682  0.12
H 7.7054 10.2778 7.2541  0.12
H 8.0458 11.9260 9.0976  0.10
H 10.0269 11.9486 10.4580  0.12
H 12.5008 9.2550 10.4892  0.14
H 12.2099 12.1536 9.1899  0.12
H 13.3900 16.4064 12.2034  0.06
H 12.5803 17.5890 10.3996  0.10
H 11.6675 16.4211 8.3959  0.08
H 10.5086 13.3433 6.5359  0.11
H 12.2362 13.9982 6.6705  0.10
H 10.8532 15.0234 6.8388  0.06
H 10.8178 10.0458 12.9156  0.11
H 10.8064 8.0156 14.4203  0.09
H 12.8287 6.6635 14.6512  0.11
H 15.0216 7.5457 13.9719  0.12
H 17.3485 9.8656 12.6331  0.10
H 16.4117 8.3095 12.5796  0.09
H 16.6783 9.1340 14.1087  0.10
Se 22.2355 14.3891 12.7272  1.12
N 21.1302 14.2097 14.1522  -0.21
C 19.9721 13.8615 13.6987  -0.33
C 18.7977 13.8196 14.5636  -0.09
C 18.8564 14.0211 15.9318  0.01
C 17.7063 13.9840 16.6685  -0.02
C 16.5298 13.6268 16.0265  -0.16
N 16.3958 13.4510 14.7324  0.04
C 17.5390 13.5713 13.9984  -0.15
C 17.4443 13.3847 12.5534  -0.16
N 16.2490 13.1570 11.9926  0.02
C 16.1834 12.9114 10.6549  -0.09
C 17.2522 12.9206 9.8055  -0.05
C 18.4760 13.2832 10.2904  0.03
C 18.5919 13.4356 11.7054  -0.08
C 19.8941 13.7053 12.2536  -0.35
N 20.9782 13.9700 11.5848  -0.24
H 19.8579 14.1969 16.3546  0.13
H 17.7124 14.3294 17.6663  0.10
H 15.5829 13.5676 16.6491  0.05
H 15.1924 12.6637 10.3624  0.09
H 17.0256 12.7997 8.7227  0.13
H 19.3222 13.4212 9.6289  0.12
N 17.8307 16.8328 11.6733  0.10
C 17.2830 16.8807 12.7022  -0.41
N 16.7038 16.9653 13.8741  0.08
C 15.6102 16.3253 14.0400  -0.37
N 14.6512 15.7364 14.3164  0.08
S 13.8230 14.7561 18.3327  0.59
C 12.9718 15.9788 17.6578  -1.18
N 13.2778 16.6480 16.5783  -0.07
C 12.2527 17.5506 16.0831  -0.24
C 11.4494 18.0756 17.2945  -0.42
S 11.4152 16.5963 18.3806  0.88
H 13.9531 16.2253 15.9202  0.06
H 11.5758 17.0702 15.3671  0.11
H 12.7628 18.4001 15.5935  0.13
H 10.4649 18.3945 16.9723  0.07
H 11.9055 18.9389 17.7255  0.07

LUMO energy = -0.0256 Ha
Spin multiplicity = 1

Formula: C43H46N3O7PSeW
Source: the OMol25 dataset
Level of theory: the ωB97M-V functional and the def2-TZVPD basis

Last column: Löwdin charge in e.
CARTESIAN COORDINATES (ANGSTROEM)
W 0.2885 0.5517 0.5176  1.48
O -3.1871 2.5268 1.9814  0.15
C -2.3154 1.5060 2.1690  -0.34
O -1.9154 0.6499 1.2809  -0.14
C -1.9699 1.4614 3.6596  -0.08
O -1.0395 0.4067 3.7836  -0.19
C 0.1259 0.6919 4.5590  -0.07
C 1.1920 1.4647 3.6679  -0.53
O 1.9372 2.2104 4.2806  0.10
O 1.2990 1.2219 2.3497  -0.22
H -3.7688 2.4482 1.1707  0.18
H -1.4857 2.4055 3.9810  0.16
H -2.8375 1.3164 4.3272  0.17
H -0.1260 1.3143 5.4543  0.15
H 0.5497 -0.2643 4.8775  0.13
O -0.0739 3.8902 1.2495  -0.04
N -0.0992 2.8779 0.1712  -0.07
C -0.2828 3.5720 -0.9125  -0.06
C -0.3824 3.1851 -2.3110  -0.19
C -0.5048 4.3239 -3.1747  0.02
C -0.5461 4.1448 -4.5634  -0.02
C -0.5869 2.8560 -5.0877  -0.01
C -0.5047 1.7400 -4.2546  -0.07
C -0.3383 1.9021 -2.8869  -0.31
P -0.2841 0.3441 -2.0196  0.99
C -1.8820 -0.3502 -2.4960  -0.35
C -3.0135 0.3623 -2.0340  -0.10
C -4.2718 0.0731 -2.5592  -0.07
C -4.4632 -0.9771 -3.4894  -0.05
C -3.3378 -1.6911 -3.9166  -0.05
C -2.0504 -1.3978 -3.4349  -0.07
C 0.8998 -0.6674 -2.9376  -0.36
C 0.8798 -2.0450 -2.6583  -0.15
C 1.8425 -2.9049 -3.1798  -0.06
C 2.8593 -2.4176 -4.0144  -0.03
C 2.8706 -1.0403 -4.2929  -0.05
C 1.9152 -0.1574 -3.7801  -0.07
H -0.3886 3.4490 2.0742  0.09
H -0.3851 4.6574 -0.7774  0.15
H -0.5623 5.2803 -2.6623  0.12
H -0.5656 5.0496 -5.1793  0.13
H -0.7158 2.7225 -6.1480  0.12
H -0.6205 0.7301 -4.6617  0.12
H -2.8913 1.1478 -1.3091  0.08
H -5.1225 0.6517 -2.2358  0.10
H -5.4482 -1.1875 -3.9177  0.12
H -3.4378 -2.4527 -4.6738  0.11
H -1.1929 -1.9719 -3.7918  0.10
H 0.1119 -2.4737 -1.9962  0.07
H 1.7811 -3.9520 -2.9483  0.11
H 3.6268 -3.0867 -4.4200  0.12
H 3.5842 -0.6515 -5.0017  0.11
H 1.9982 0.9046 -4.0086  0.10
C 3.1526 2.4708 -1.6994  -0.07
C 3.9023 2.6007 -0.3804  -0.38
C 3.2960 3.6635 0.5470  -0.04
C 4.2250 1.3070 0.3213  -0.13
C 5.4703 1.4125 0.8925  -0.04
C 6.0191 0.3931 1.6373  -0.04
C 5.2625 -0.7450 1.8660  -0.03
C 3.9876 -0.9285 1.3222  -0.11
C 3.4945 -2.3353 1.6428  -0.38
C 2.5500 -2.3740 2.8686  -0.09
C 2.9620 -3.0625 0.4267  -0.10
C 3.3958 0.1660 0.5771  -0.16
O 2.1390 0.0571 -0.0491  -0.31
H 2.8295 3.4481 -2.0673  0.08
H 2.2865 1.8241 -1.6367  0.02
H 3.8512 2.0623 -2.4724  0.10
H 4.8706 3.0130 -0.7067  0.13
H 2.3824 3.2473 0.9974  0.05
H 3.0301 4.5575 -0.0301  0.08
H 4.0146 3.9208 1.3475  0.10
H 5.9969 2.3596 0.8114  0.13
H 7.0177 0.4495 2.0791  0.12
H 5.6383 -1.5406 2.5274  0.13
H 4.4018 -2.8800 1.9692  0.13
H 1.7994 -1.5828 2.7875  0.01
H 3.1434 -2.2469 3.8036  0.10
H 1.9973 -3.3305 2.9448  0.07
H 2.4759 -2.3584 -0.2683  0.04
H 2.2118 -3.8299 0.7209  0.06
H 3.7872 -3.6263 -0.0626  0.10
C -3.4817 -2.9661 -0.2871  -0.01
N -3.2396 -2.6535 1.1076  -0.04
C -2.0018 -2.4774 1.7419  -0.57
Se -0.3021 -2.2243 0.9255  0.82
N -2.2314 -2.4394 3.0725  0.14
C -3.6011 -2.5059 3.3678  -0.18
C -4.2966 -2.5366 4.5589  0.00
C -5.6875 -2.6115 4.4979  -0.04
C -6.3525 -2.6609 3.2399  -0.04
C -5.6138 -2.7190 2.0490  0.00
C -4.2303 -2.6525 2.1307  -0.15
H -2.5155 -2.8567 -0.8164  0.06
H -4.2332 -2.2664 -0.6917  0.09
H -3.8681 -3.9894 -0.4410  0.12
H -1.5033 -2.2709 3.7691  0.17
H -3.7388 -2.4784 5.5138  0.13
H -6.2868 -2.5875 5.4099  0.12
H -7.4425 -2.7183 3.2222  0.12
H -6.1282 -2.8490 1.0925  0.12

<S²> = 2.03
LUMO energy (spin up / spin down) = -0.2628 / -0.2414 Ha
Total charge = +2
Spin multiplicity = 3

no.,energy (eV)
1,-131567.471
2,-189601.685
3,-177797.100
4,-140585.392